Model a:
Entry from OMol25: the molecule C28H40N4O5S (ωB97M-V/def2-TZVPD).

Computed properties:
gap between HOMO and LUMO	8.3	eV
SMILES string	CC[C@@H]1CCCCN1CCCNC(=O)c1ccc(N2CCOCC2)c(NS(=O)(=O)c2ccc(OC)cc2)c1

Structure (ORCA input):
```
! wB97M-V def2-TZVPD RIJCOSX def2/J DEFGRID3
* xyz 0 1
C 3.59387 1.18108 2.69706
H 3.62390 0.26233 2.11602
H 4.61859 1.47012 2.92126
H 3.08356 0.98146 3.63677
C 2.88509 2.28998 1.92624
H 1.82406 2.05627 1.84520
H 2.97422 3.22314 2.48537
C 3.49885 2.48956 0.53091
N 3.05510 1.43610 -0.38276
C 4.00525 1.16700 -1.45499
H 3.99021 1.94477 -2.23623
H 5.00328 1.17335 -1.00740
C 3.80789 -0.19372 -2.13056
C 3.83557 -1.36582 -1.14548
N 2.70313 -1.35085 -0.25093
C 1.55720 -2.00685 -0.56865
O 1.48425 -2.76802 -1.52162
C 0.40217 -1.78155 0.33900
C -0.80911 -2.36175 -0.02576
C -1.95479 -2.22419 0.73536
C -1.92379 -1.49912 1.94520
C -0.70022 -0.89751 2.28498
C 0.43030 -1.02669 1.51139
H 1.34238 -0.56532 1.85569
H -0.63680 -0.34461 3.21024
N -2.97034 -1.42284 2.82943
C -3.38115 -0.14899 3.38790
H -2.55049 0.55458 3.38865
C -3.88877 -0.37042 4.81357
H -4.27990 0.55752 5.23437
O -4.95154 -1.29302 4.83723
C -4.55792 -2.52008 4.27077
H -5.43495 -3.16775 4.30746
C -4.07151 -2.36195 2.82429
H -3.72924 -3.32797 2.45752
H -4.89556 -2.00623 2.19254
H -3.75055 -2.96370 4.87593
H -3.06291 -0.73850 5.44413
H -4.19171 0.26236 2.77025
N -3.18420 -2.72250 0.24534
S -4.13974 -1.54573 -0.49610
O -5.34198 -2.20713 -0.90359
O -4.23545 -0.42578 0.39192
C -3.16436 -1.09274 -1.91622
C -2.17734 -0.14062 -1.77209
C -1.33280 0.14049 -2.83186
C -1.47810 -0.54688 -4.03598
C -2.49108 -1.50515 -4.16628
C -3.32577 -1.78119 -3.10610
H -4.11316 -2.51454 -3.18138
H -2.58985 -2.01889 -5.10881
O -0.70674 -0.35609 -5.12942
C 0.38104 0.53533 -5.04845
H 0.05018 1.55942 -4.84923
H 1.09312 0.22343 -4.27858
H 0.86544 0.49622 -6.02256
H -0.57042 0.89172 -2.70953
H -2.08652 0.38145 -0.83295
H -3.08073 -3.50328 -0.38767
H -0.84085 -2.92694 -0.94742
H 2.65341 -0.51654 0.31768
H 4.75037 -1.33086 -0.54699
H 3.79871 -2.30805 -1.69720
H 4.61183 -0.32307 -2.85746
H 2.86474 -0.22705 -2.67796
C 1.68766 1.63831 -0.84346
C 1.42152 3.01604 -1.45784
C 1.79588 4.09540 -0.44768
C 3.24891 3.90276 -0.02672
H 3.89300 4.05474 -0.89705
H 3.53062 4.64250 0.72415
H 1.14365 4.02087 0.42466
H 1.66184 5.08803 -0.88311
H 0.36652 3.09529 -1.72740
H 2.01266 3.14349 -2.36825
H 1.01634 1.50354 0.01033
H 1.45074 0.84918 -1.55811
H 4.58329 2.37269 0.64901
*
```

---

Model b:
Entry from OMol25: the molecule C28H40N4O5S (ωB97M-V/def2-TZVPD).

Computed properties:
gap between HOMO and LUMO	8.1	eV
SMILES string	CC[C@@H]1CCCCN1CCCNC(=O)c1ccc(N2CCOCC2)c(NS(=O)(=O)c2ccc(OC)cc2)c1

Structure (ORCA input):
```
! wB97M-V def2-TZVPD RIJCOSX def2/J DEFGRID3
* xyz 0 1
C -7.47714 -0.29603 0.57866
H -8.22186 -0.60483 1.30906
H -7.48990 0.79042 0.51708
H -7.76700 -0.69657 -0.38976
C -6.09695 -0.79588 0.98764
H -5.85955 -0.39055 1.97371
H -6.12175 -1.88186 1.07706
C -5.00413 -0.36073 -0.01039
N -3.64882 -0.31586 0.52978
C -3.39850 0.72771 1.50834
H -4.08502 0.68733 2.37019
H -2.39003 0.55991 1.89816
C -3.44888 2.14148 0.91053
C -2.74859 2.23918 -0.45844
N -1.65085 1.31369 -0.58222
C -0.38371 1.62917 -0.22731
O -0.02785 2.77428 0.01328
C 0.55312 0.47787 -0.20045
C 1.67112 0.54458 0.62571
C 2.60449 -0.47386 0.67404
C 2.42863 -1.64851 -0.09306
C 1.31825 -1.67506 -0.95577
C 0.41159 -0.64147 -1.01743
H -0.40662 -0.70136 -1.72001
H 1.15755 -2.54285 -1.57644
N 3.26169 -2.72404 -0.00657
C 3.95787 -3.13168 1.19304
H 3.77564 -2.42360 1.99642
C 5.46237 -3.26360 0.93473
H 5.96433 -3.69402 1.80299
O 5.70222 -4.14671 -0.13980
C 5.06986 -3.67558 -1.30793
H 5.32336 -4.38238 -2.10043
C 3.54676 -3.59501 -1.12292
H 3.10696 -3.19879 -2.03602
H 3.14886 -4.60128 -0.92585
H 5.44242 -2.67373 -1.55940
H 5.88333 -2.27368 0.71743
H 3.56751 -4.11989 1.48337
N 3.81914 -0.28864 1.37850
S 5.04711 0.32829 0.37631
O 6.22338 0.38636 1.19220
O 5.07818 -0.46280 -0.81753
C 4.42926 1.95510 0.01955
C 3.52839 2.10571 -1.01604
C 2.83930 3.29546 -1.16071
C 3.05253 4.33497 -0.25406
C 4.00884 4.18141 0.75906
C 4.68012 2.98774 0.90652
H 5.39751 2.83381 1.69767
H 4.17723 5.00655 1.43256
O 2.39927 5.51262 -0.27393
C 1.24354 5.62082 -1.08264
H 0.78446 6.56963 -0.81037
H 1.50058 5.63682 -2.14627
H 0.55409 4.79903 -0.87374
H 2.12115 3.39521 -1.95666
H 3.37513 1.28382 -1.69720
H 3.73491 0.32473 2.17776
H 1.81299 1.43144 1.22839
H -1.94804 0.34707 -0.55008
H -2.35556 3.24755 -0.60251
H -3.45834 2.01573 -1.25905
H -2.95533 2.80725 1.61970
H -4.48011 2.47939 0.80360
C -3.16230 -1.62524 0.92945
C -3.08016 -2.53639 -0.29342
C -4.44271 -2.64230 -0.96802
C -4.97624 -1.24413 -1.26511
H -4.32454 -0.76885 -2.00151
H -5.97751 -1.30587 -1.69232
H -5.13314 -3.17986 -0.31588
H -4.35965 -3.21049 -1.89657
H -2.72376 -3.52183 0.01055
H -2.35810 -2.11915 -0.99806
H -3.79697 -2.09147 1.70023
H -2.16090 -1.50593 1.35495
H -5.24453 0.66021 -0.32635
*
```

---

Relative energies, unit hartree: model a 0.0000; model b 0.0052

---

Model a:
Entry from OMol25: a 2-piece molecular cluster, C4H12S overall (ωB97M-V/def2-TZVPD).

Computed properties:
gap between HOMO and LUMO	9.9	eV
SMILES string	CCS.CC

Structure (ORCA input):
```
! wB97M-V def2-TZVPD RIJCOSX def2/J DEFGRID3
* xyz 0 1
C -1.81216 -1.12753 -1.34534
C -1.69053 -2.53078 -0.61482
H -2.34308 -1.11212 -2.31524
H -2.45758 -0.48667 -0.72226
H -0.76606 -0.64186 -1.42410
H -1.39082 -3.29775 -1.33661
H -2.75273 -2.85047 -0.34875
H -1.10838 -2.55951 0.31580
C -0.30823 1.20578 1.56931
C 0.62762 1.78271 0.54407
S 1.82122 0.47404 -0.09974
H -0.92775 0.32740 1.33424
H 0.21287 1.03435 2.55652
H -1.00390 2.02770 1.78394
H 1.27202 2.66683 0.84973
H -0.01936 2.08456 -0.39559
H 1.24507 -0.75832 0.37887
*
```

---

Model b:
Entry from OMol25: a 2-piece molecular cluster, C4H12S overall (ωB97M-V/def2-TZVPD).

Computed properties:
gap between HOMO and LUMO	9.3	eV
SMILES string	CSC.CC

Structure (ORCA input):
```
! wB97M-V def2-TZVPD RIJCOSX def2/J DEFGRID3
* xyz 0 1
C 2.22684 -1.11789 2.38920
C 2.89016 0.26427 1.73163
H 1.11663 -0.88154 2.41039
H 2.56328 -1.86497 1.63618
H 2.80132 -1.26352 3.28537
H 2.33377 0.61493 0.78668
H 3.92922 0.11067 1.44309
H 3.02427 1.03784 2.47043
C -1.28683 -0.49951 -2.47414
C -3.35094 1.16895 -1.20582
S -2.04576 1.24546 -2.39279
H -0.42001 -0.54338 -1.70654
H -2.04047 -1.27132 -2.27788
H -0.90486 -0.67737 -3.43227
H -2.92238 1.00239 -0.20341
H -4.20080 0.41978 -1.46966
H -3.71342 2.25523 -0.99047
*
```

---

Relative energies, unit hartree: model a 0.0000; model b 0.0179

---

Model a:
Entry from OMol25: a 4-piece molecular cluster, C2H13NO4 overall (ωB97M-V/def2-TZVPD).

Computed properties:
gap between HOMO and LUMO	10.2	eV
SMILES string	NCCO.O.O.O

Structure (ORCA input):
```
! wB97M-V def2-TZVPD RIJCOSX def2/J DEFGRID3
* xyz 0 1
C 1.41082 -1.07953 -0.78970
O 0.67933 -1.59535 0.37553
C 0.99976 0.44054 -0.97372
N 1.40878 1.38811 0.11935
H 2.48349 -1.18811 -0.67186
H 0.98164 -1.57753 -1.61867
H 1.06864 -1.30041 1.23082
H 1.45311 0.82228 -1.92007
H -0.13485 0.45125 -1.19922
H 1.12209 2.28256 -0.10052
H 2.43703 1.23600 0.35783
H -0.97181 -0.71574 0.35505
H -1.10525 0.71827 0.62236
O -1.58510 -0.03542 0.38012
H -1.07663 -1.72327 2.30426
H -1.85710 -0.70329 3.34832
O -1.03932 -1.01007 2.94098
H -1.91356 0.41721 -1.44382
H -2.27591 1.94625 -1.37255
O -2.08515 1.22624 -1.94449
*
```

---

Model b:
Entry from OMol25: a 5-piece molecular cluster, C2H13NO4 overall (ωB97M-V/def2-TZVPD).

Computed properties:
gap between HOMO and LUMO	8.9	eV
SMILES string	C=CN.O.O.O.O

Structure (ORCA input):
```
! wB97M-V def2-TZVPD RIJCOSX def2/J DEFGRID3
* xyz 0 1
C 2.84173 -0.02089 -2.37844
C 2.80988 0.36611 -1.00968
N 2.23264 -0.23390 0.06908
H 2.04137 -0.70631 -2.77260
H 3.69937 0.32884 -2.98756
H 3.54268 0.97540 -0.56501
H 3.01235 -0.46384 0.60126
H 1.64970 -1.02239 -0.15155
H 0.59997 1.97199 1.30611
H 1.02843 2.10257 -0.04469
O 0.17204 2.10751 0.46820
H -0.63671 -3.26302 0.08594
H -1.07604 -1.88712 0.54146
O -0.27262 -2.38665 0.32631
H -4.15767 -0.45852 0.77921
H -4.20824 -1.89193 0.03977
O -3.69680 -1.41382 0.74108
H -2.93569 2.08342 1.80733
H -1.48352 1.59171 1.14999
O -2.52939 1.71861 0.97134
*
```

---

Relative energies, unit hartree: model a 0.0000; model b 0.0276

---

Model a:
Entry from OMol25: a 5-piece molecular cluster, C2H13NO4 overall (ωB97M-V/def2-TZVPD).

Computed properties:
gap between HOMO and LUMO	10.5	eV
SMILES string	C=NC.O.O.O.O

Structure (ORCA input):
```
! wB97M-V def2-TZVPD RIJCOSX def2/J DEFGRID3
* xyz 0 1
C 1.48606 0.36310 2.35920
C 1.50787 -0.61806 4.28915
N 0.91242 -0.68615 3.17497
H 1.11030 0.18620 1.30185
H 1.08432 1.43262 2.49987
H 2.59270 0.32238 2.41293
H 1.19030 -0.89448 5.30122
H 2.63957 -0.36551 4.47338
H -4.59762 1.70431 -3.41636
H -3.16186 1.46141 -2.90689
O -3.75096 2.10771 -3.17845
H -1.83874 -0.14795 -0.27445
H -3.06048 0.77915 -0.04141
O -2.27594 0.63538 -0.54214
H 4.11431 -0.93926 -5.53015
H 2.85672 -0.08385 -5.55137
O 3.77694 -0.05228 -5.76542
H -0.07111 -1.86721 1.84659
H -1.72867 -1.68170 2.03949
O -0.93507 -1.88747 1.45232
*
```

---

Model b:
Entry from OMol25: a 5-piece molecular cluster, C2H13NO4 overall (ωB97M-V/def2-TZVPD).

Computed properties:
gap between HOMO and LUMO	9.2	eV
SMILES string	C=CN.O.O.O.O

Structure (ORCA input):
```
! wB97M-V def2-TZVPD RIJCOSX def2/J DEFGRID3
* xyz 0 1
C -2.06879 -0.78204 0.39618
C -1.14504 -0.91510 -0.55223
N -0.08744 -1.82342 -0.76285
H -2.28210 -1.60702 1.07479
H -2.53287 0.15184 0.67758
H -1.22039 -0.32184 -1.47076
H 0.11001 -2.49219 -0.02674
H -0.14761 -2.26601 -1.67082
H 0.51516 -1.38224 3.09328
H 0.94754 -0.34471 2.03178
O 0.87035 -1.28616 2.20668
H 0.36053 2.52604 -2.62397
H -0.28890 1.99213 -1.37547
O -0.33152 1.92564 -2.33515
H 0.89834 1.77513 0.44975
H 0.45702 2.92743 1.39544
O 0.36564 2.58197 0.50491
H 2.60992 -0.18307 -0.56097
H 1.15947 -0.58905 -0.33432
O 1.81067 0.11266 -0.11711
*
```

---

Model c:
Entry from OMol25: a 4-piece molecular cluster, C2H13NO4 overall (ωB97M-V/def2-TZVPD).

Computed properties:
gap between HOMO and LUMO	9.8	eV
SMILES string	CNCO.O.O.O

Structure (ORCA input):
```
! wB97M-V def2-TZVPD RIJCOSX def2/J DEFGRID3
* xyz 0 1
C 2.04398 1.34519 0.84162
N 0.67468 1.89882 0.87913
C -0.33311 0.82345 0.88700
O -0.26824 -0.10648 2.02751
H 2.17817 0.97970 -0.17990
H 2.80264 2.16524 1.07424
H 2.16553 0.52475 1.57263
H 0.50339 2.66023 1.49167
H -0.19888 0.08581 0.02457
H -1.39480 1.21890 0.82371
H -0.29934 0.42417 2.92416
H -1.06642 -2.15534 -2.34608
H -0.52675 -1.97436 -1.05558
O -0.58379 -1.47795 -1.86968
H 0.93451 -2.17132 0.46394
H 0.16538 -2.92676 1.58066
O 0.17033 -2.77729 0.62436
H -1.11637 0.11870 -2.76650
H -1.27981 1.75516 -2.47527
O -1.55021 0.98566 -2.98944
*
```

---

Relative energies, unit hartree: model a 0.0651; model b 0.0000; model c 0.0095

---

Model a:
Entry from OMol25: a 2-piece molecular cluster, C3H11N4 overall (ωB97M-V/def2-TZVPD).

Computed properties:
gap between HOMO and LUMO (spin up / spin down)	7.6 / 7.6	eV

Structure (ORCA input):
```
! wB97M-V def2-TZVPD RIJCOSX def2/J DEFGRID3
* xyz 1 1
C -1.25652 -0.48466 -0.04199
C -2.57479 0.27730 -0.11924
C 0.24393 1.39171 0.05070
N -1.53461 -1.71538 -0.21675
N 2.65717 -0.08605 0.32260
N -0.10435 0.10078 0.42510
N 1.62705 -0.92852 0.02028
H -2.95115 0.47662 0.84891
H -3.45346 -0.32139 -0.59239
H -2.33007 1.20670 -0.70745
H 1.25873 1.64755 0.40628
H 0.22615 1.73957 -1.03647
H -0.56887 2.04981 0.41281
H -0.71388 -2.32930 -0.18595
H 2.98184 -0.34135 1.17501
H 3.54849 -0.07151 -0.22755
H 1.34628 -0.76567 -0.99813
H 1.59805 -1.84622 0.46422
*
```

---

Model b:
Entry from OMol25: a 2-piece molecular cluster, C3H11N4 overall (ωB97M-V/def2-TZVPD).

Computed properties:
gap between HOMO and LUMO	11.1	eV

Structure (ORCA input):
```
! wB97M-V def2-TZVPD RIJCOSX def2/J DEFGRID3
* xyz 1 1
N 1.64581 0.17272 -2.59865
C 1.65934 -0.16527 -1.29979
N 1.77414 0.48489 -0.17762
H 1.31692 1.10975 -2.84816
H 1.37475 -0.57140 -3.25863
H 1.72797 -1.24984 -1.13775
H 1.97289 1.49236 -0.27246
C -2.43033 0.84647 0.88589
N 0.57044 -1.24825 1.31718
C -0.67796 -0.85008 1.27347
N -1.04426 0.30645 0.67188
H -2.28419 1.89094 1.09908
H -2.82762 0.36938 1.81137
H -3.10368 0.68391 0.02760
H 1.36196 -0.66288 0.82638
H 0.75235 -2.15191 1.67245
H -1.44202 -1.35268 1.85902
H -0.34652 0.89546 0.14873
*
```

---

Model c:
Entry from OMol25: a 2-piece molecular cluster, C3H11N4 overall (ωB97M-V/def2-TZVPD).

Computed properties:
gap between HOMO and LUMO (spin up / spin down)	7.7 / 7.7	eV

Structure (ORCA input):
```
! wB97M-V def2-TZVPD RIJCOSX def2/J DEFGRID3
* xyz 1 1
C 1.37144 -0.76361 -0.05648
C 0.04489 -0.70638 0.26114
C 2.34609 0.34294 -0.21405
N -0.73877 -1.84531 0.29775
N -0.16660 1.59344 0.52687
N -0.64630 0.41384 0.64857
N -2.28535 0.32201 -0.54412
H 1.78410 -1.76089 -0.12183
H 3.35772 -0.05349 -0.20691
H 2.21073 0.86723 -1.16291
H 2.26211 1.07155 0.59648
H -0.23671 -2.71954 0.27129
H -1.47299 -1.83015 0.98995
H 0.47687 1.87373 -0.20835
H -0.63907 2.31910 1.05222
H -2.25072 0.96226 -1.32922
H -2.35577 -0.63673 -0.86535
H -3.06169 0.54998 0.06496
*
```

---

Relative energies, unit hartree: model a 0.2166; model b 0.0000; model c 0.0981

---

Model a:
Entry from OMol25: an isolated ion of composition C3H11N4 and charge +1 (ωB97M-V/def2-TZVPD).

Computed properties:
gap between HOMO and LUMO	8.5	eV
SMILES string	CNN(N)/C=C/[NH3+]

Structure (ORCA input):
```
! wB97M-V def2-TZVPD RIJCOSX def2/J DEFGRID3
* xyz 1 1
C -0.40185 0.55363 -0.46370
C -1.10963 1.19024 0.58516
C 0.95734 -2.54694 -0.76207
N 1.34046 -0.18075 0.88606
N 1.17335 -1.18038 -1.28486
N 0.63122 -0.26405 -0.27021
N -1.88107 2.36219 0.38430
H -0.55931 0.80228 -1.46925
H -0.83696 0.86228 1.63387
H 0.04080 -2.52746 -0.31933
H 0.84945 -3.17419 -1.58551
H 1.77505 -2.75111 -0.09443
H 1.05653 -0.82041 1.63260
H 1.15538 0.67147 1.33370
H 2.12025 -1.00941 -1.32506
H -2.36043 2.59289 -0.57111
H -1.28706 3.16441 0.71160
H -2.66350 2.25531 0.97821
*
```

---

Model b:
Entry from OMol25: C3H11N4 as an isolated structure (ωB97M-V/def2-TZVPD).

Computed properties:
gap between HOMO and LUMO (spin up / spin down)	9.2 / 9.2	eV

Structure (ORCA input):
```
! wB97M-V def2-TZVPD RIJCOSX def2/J DEFGRID3
* xyz 1 1
C -0.28357 1.46641 1.44865
C -0.44191 -0.15571 -2.05389
C 1.08874 -1.59165 -0.78560
N 0.03596 0.25858 1.52440
N 0.25883 2.33514 2.28345
N -0.21629 -1.00990 -0.86083
N -0.79994 -0.93249 0.38403
H -1.15401 1.81222 0.97421
H -1.37477 0.39521 -2.08393
H 0.28218 0.58025 -2.20820
H -0.57678 -0.82684 -2.92056
H 1.09218 -2.36964 -0.06884
H 1.17229 -2.05391 -1.75220
H 1.92350 -0.86558 -0.55833
H 0.17058 3.32595 2.19523
H 0.98991 2.00221 2.92137
H -0.38782 -1.71060 0.94601
H -1.77907 -0.65966 0.61504
*
```

---

Relative energies, unit hartree: model a 0.0033; model b 0.0000